Record 1
{
  "formula": "C40H87N5O5",
  "method": "ωB97M-V/def2-TZVPD",
  "species": ["C", "C", "C", "O", "C", "N", "H", "H", "H", "H", "H", "H", "H", "H", "H", "H", "H", "C", "C", "C", "C", "C", "C", "N", "O", "C", "C", "C", "H", "H", "H", "H", "H", "H", "H", "H", "H", "H", "H", "H", "H", "H", "H", "H", "H", "H", "H", "C", "C", "C", "C", "C", "C", "N", "O", "C", "C", "C", "H", "H", "H", "H", "H", "H", "H", "H", "H", "H", "H", "H", "H", "H", "H", "H", "H", "H", "H", "C", "C", "C", "C", "C", "C", "N", "O", "C", "C", "C", "H", "H", "H", "H", "H", "H", "H", "H", "H", "H", "H", "H", "H", "H", "H", "H", "H", "H", "H", "C", "C", "C", "C", "C", "C", "N", "O", "C", "C", "C", "H", "H", "H", "H", "H", "H", "H", "H", "H", "H", "H", "H", "H", "H", "H", "H", "H", "H", "H"],
  "coordinates": [[0.399, -0.732, -3.087], [1.146, 0.249, -2.154], [2.737, 0.204, -2.304], [3.500, 1.143, -1.512], [3.239, 1.104, -0.118], [0.592, 1.637, -2.283], [0.172, -0.296, -4.060], [-0.649, -0.621, -2.810], [0.840, -1.712, -2.902], [1.056, -0.136, -1.138], [3.020, 0.272, -3.355], [3.054, -0.798, -2.016], [3.704, 1.896, 0.469], [3.761, 0.311, 0.418], [2.228, 0.948, 0.258], [1.070, 2.226, -1.616], [-0.387, 1.782, -2.081], [-8.164, 4.612, -1.103], [-7.328, 4.249, 0.137], [-8.375, 4.143, 1.275], [-7.653, 3.607, 2.564], [-6.914, 2.301, 2.311], [-5.860, 2.238, 1.108], [-6.492, 3.053, -0.011], [-5.711, 3.157, -1.204], [-4.516, 2.853, 1.658], [-5.703, 0.740, 0.685], [-6.464, 5.472, 0.493], [-8.668, 5.559, -0.915], [-8.922, 3.940, -1.506], [-7.585, 4.854, -1.994], [-8.683, 5.091, 1.715], [-9.200, 3.450, 1.113], [-8.354, 3.451, 3.384], [-6.928, 4.320, 2.957], [-7.689, 1.542, 2.199], [-6.418, 2.135, 3.267], [-4.598, 3.738, 2.289], [-3.847, 2.187, 2.204], [-3.997, 3.218, 0.772], [-5.869, 0.104, 1.554], [-6.321, 0.517, -0.185], [-4.660, 0.578, 0.411], [-5.678, 5.220, 1.204], [-7.145, 6.213, 0.911], [-5.911, 5.813, -0.383], [-6.147, 2.468, -1.710], [6.984, -4.696, 2.551], [8.398, -5.085, 2.044], [9.067, -5.997, 3.040], [8.666, -7.550, 3.034], [8.812, -8.019, 1.548], [8.012, -7.160, 0.536], [8.419, -5.749, 0.711], [8.009, -4.990, -0.386], [8.546, -7.543, -0.901], [6.519, -7.441, 0.691], [9.249, -3.851, 2.088], [6.450, -5.549, 2.970], [6.416, -4.090, 1.845], [7.066, -4.114, 3.468], [10.143, -5.878, 2.912], [8.877, -5.566, 4.023], [7.646, -7.653, 3.405], [9.350, -8.083, 3.696], [8.381, -9.021, 1.546], [9.816, -8.133, 1.139], [7.843, -7.338, -1.709], [9.495, -7.068, -1.149], [8.699, -8.608, -1.077], [6.163, -7.274, 1.707], [5.897, -6.767, 0.101], [6.134, -8.430, 0.441], [8.946, -3.067, 1.395], [10.278, -4.116, 1.842], [9.317, -3.269, 3.007], [8.880, -4.641, -0.592], [-3.939, 3.620, -11.110], [-3.518, 2.371, -10.203], [-3.750, 1.159, -10.983], [-2.767, 0.902, -12.125], [-1.327, 0.963, -11.618], [-0.978, 2.244, -10.833], [-2.064, 2.477, -9.871], [-1.884, 3.649, -9.075], [0.357, 2.057, -10.132], [-0.786, 3.491, -11.865], [-4.321, 2.399, -8.885], [-4.985, 3.538, -11.404], [-3.254, 3.711, -11.953], [-3.830, 4.530, -10.520], [-3.667, 0.300, -10.317], [-4.757, 1.036, -11.381], [-2.933, 1.692, -12.858], [-3.057, 0.011, -12.682], [-0.654, 0.929, -12.475], [-1.089, 0.050, -11.072], [0.224, 1.363, -9.301], [1.034, 1.505, -10.785], [0.674, 2.947, -9.588], [0.253, 3.815, -11.799], [-0.929, 3.182, -12.901], [-1.324, 4.364, -11.497], [-4.104, 3.333, -8.366], [-4.170, 1.395, -8.488], [-5.389, 2.430, -9.104], [-1.813, 3.249, -8.206], [-2.976, 0.551, 9.329], [-1.481, 0.294, 9.842], [-1.183, -1.204, 9.685], [0.312, -1.580, 9.940], [1.075, -0.845, 8.897], [0.876, 0.731, 8.789], [-0.564, 1.015, 8.920], [-0.837, 2.406, 8.712], [1.675, 1.224, 9.945], [1.449, 1.172, 7.479], [-1.376, 0.786, 11.331], [-3.284, 1.593, 9.412], [-3.105, 0.404, 8.256], [-3.636, 0.082, 10.059], [-1.807, -1.622, 10.474], [-1.565, -1.636, 8.760], [0.530, -1.449, 10.999], [0.497, -2.644, 9.787], [0.877, -1.409, 7.985], [2.131, -1.095, 8.998], [1.517, 2.301, 10.011], [2.721, 0.953, 9.801], [1.379, 0.681, 10.842], [1.383, 2.256, 7.394], [0.824, 0.734, 6.700], [2.444, 0.759, 7.305], [-0.741, 0.142, 11.940], [-0.983, 1.793, 11.475], [-2.381, 1.015, 11.684], [-1.181, 2.323, 7.820]],
  "mulliken_charge": [-1.41, 0.58, -0.65, -0.35, -0.79, -0.70, 0.41, 0.33, 0.36, 0.15, 0.35, 0.34, 0.30, 0.32, 0.28, 0.25, 0.23, -1.78, 1.10, -0.97, -0.87, -1.19, 1.78, 0.25, -0.47, -1.88, -1.75, -1.59, 0.40, 0.41, 0.40, 0.38, 0.39, 0.43, 0.36, 0.48, 0.39, 0.36, 0.42, 0.43, 0.40, 0.33, 0.39, 0.29, 0.38, 0.39, 0.35, -1.76, 1.66, -1.34, -0.69, -1.17, 1.49, 0.35, -0.47, -1.84, -1.72, -2.08, 0.35, 0.33, 0.47, 0.48, 0.43, 0.34, 0.40, 0.40, 0.43, 0.38, 0.41, 0.41, 0.33, 0.37, 0.40, 0.45, 0.47, 0.37, 0.36, -1.75, 1.45, -1.22, -0.69, -1.44, 1.88, 0.17, -0.49, -2.05, -1.75, -1.95, 0.39, 0.42, 0.39, 0.38, 0.46, 0.26, 0.45, 0.49, 0.39, 0.53, 0.41, 0.42, 0.47, 0.30, 0.42, 0.52, 0.41, 0.37, 0.37, -1.97, 1.36, -1.28, -0.60, -1.29, 1.62, 0.39, -0.46, -1.77, -1.95, -1.57, 0.45, 0.41, 0.46, 0.45, 0.38, 0.31, 0.36, 0.37, 0.49, 0.35, 0.42, 0.39, 0.40, 0.48, 0.36, 0.29, 0.34, 0.47, 0.34],
  "relative_energy_kcal_mol": 115.0,
  "energy_ha": -2225.87764,
  "homo_lumo_gap_ev": 8.495
}

***

Record 2
{
  "formula": "C6H6N2OS",
  "method": "ωB97M-V/def2-TZVPD",
  "species": ["C", "C", "C", "C", "C", "C", "N", "N", "O", "S", "H", "H", "H", "H", "H", "H"],
  "coordinates": [[0.992, -1.441, 1.239], [0.427, -0.833, 0.157], [0.524, 0.590, -0.189], [0.790, 1.088, 2.071], [-0.891, -0.450, -1.500], [-2.070, -0.648, -2.406], [-0.376, -1.389, -0.834], [1.516, 2.141, 2.307], [-0.350, 0.842, -1.095], [1.808, -0.400, 2.323], [1.031, -2.484, 1.220], [-2.221, -1.647, -2.549], [-2.960, -0.315, -1.981], [-1.805, -0.223, -3.350], [1.056, 2.955, 2.224], [2.527, 2.216, 2.363]],
  "nbo_charge": [-0.29, -0.08, 0.23, -0.01, 0.52, -0.66, -0.46, -0.78, -0.47, 0.30, 0.24, 0.24, 0.24, 0.23, 0.38, 0.37],
  "relative_energy_kcal_mol": 105.6,
  "energy_ha": -814.98721,
  "homo_lumo_gap_ev": 7.493
}

***

Record 3
{
  "formula": "C16H38ClNPSmSr",
  "method": "ωB97M-V/def2-TZVPD",
  "species": ["Sm", "Cl", "C", "H", "H", "H", "Sr", "C", "C", "C", "H", "H", "H", "H", "H", "H", "H", "H", "C", "C", "C", "C", "P", "N", "C", "C", "C", "C", "C", "C", "C", "C", "H", "H", "H", "H", "H", "H", "H", "H", "H", "H", "H", "H", "H", "H", "H", "H", "H", "H", "H", "H", "H", "H", "H", "H", "H", "H", "H"],
  "coordinates": [[1.556, -1.532, 0.263], [0.069, -3.342, -0.694], [1.777, -2.229, 2.524], [1.561, -1.433, 3.247], [2.734, -2.703, 2.790], [0.984, -2.986, 2.599], [4.610, -3.820, -2.736], [2.690, -3.576, -4.452], [4.830, -5.849, -1.139], [4.142, -1.899, -1.253], [5.529, -5.621, -0.315], [3.833, -6.043, -0.706], [5.181, -6.771, -1.630], [2.680, -2.556, -4.871], [2.727, -4.281, -5.297], [1.740, -3.733, -3.912], [4.529, -1.745, -0.215], [3.809, -0.863, -1.546], [-0.494, 3.324, -1.408], [-0.957, 1.864, -1.356], [-2.373, 1.862, -1.948], [-0.020, 1.022, -2.246], [-0.887, 1.154, 0.422], [0.322, 0.111, 0.436], [-0.475, 2.373, 1.814], [-1.702, 3.225, 2.156], [-0.001, 1.598, 3.057], [0.694, 3.284, 1.411], [-2.419, 0.120, 0.812], [-2.272, -0.514, 2.203], [-3.716, 0.949, 0.776], [-2.569, -1.044, -0.185], [-0.606, 3.683, -2.443], [0.564, 3.427, -1.150], [-1.113, 3.973, -0.777], [-2.312, 2.280, -2.964], [-2.806, 0.864, -2.044], [-3.047, 2.512, -1.379], [0.985, 0.957, -1.800], [-0.393, 0.000, -2.408], [0.075, 1.513, -3.229], [-2.444, 2.669, 2.740], [-1.384, 4.073, 2.780], [-2.186, 3.656, 1.270], [0.731, 0.836, 2.761], [0.498, 2.301, 3.740], [-0.809, 1.118, 3.613], [1.502, 2.699, 0.956], [0.391, 4.093, 0.741], [1.092, 3.762, 2.317], [-2.454, 0.198, 3.014], [-3.029, -1.309, 2.277], [-1.290, -0.989, 2.329], [-4.043, 1.153, -0.245], [-4.511, 0.350, 1.243], [-3.650, 1.893, 1.322], [-2.456, -0.745, -1.232], [-1.843, -1.842, 0.017], [-3.576, -1.471, -0.053]],
  "mulliken_charge": [1.05, -0.66, -1.23, 0.23, 0.30, 0.20, 1.03, -1.37, -1.41, -1.22, 0.22, 0.20, 0.25, 0.21, 0.25, 0.18, 0.11, 0.07, -2.04, 2.59, -2.04, -2.05, 1.18, -0.94, 2.24, -2.12, -1.74, -2.04, 1.80, -1.98, -1.88, -1.53, 0.56, 0.39, 0.30, 0.54, 0.34, 0.33, 0.43, 0.31, 0.45, 0.25, 0.52, 0.30, 0.27, 0.53, 0.30, 0.33, 0.37, 0.60, 0.24, 0.60, 0.26, 0.35, 0.53, 0.20, 0.19, 0.08, 0.52],
  "multiplicity": 6,
  "total_charge": -2,
  "s2": 8.759,
  "energy_ha": -2177.19607,
  "homo_lumo_gap_ev": [2.725, 2.692]
}